Entry 1:
18
Properties=species:S:1:pos:R:3 method="wB97M-V/def2-TZVPD" homo_energy_ev="-11.094 / -13.893" fmax_ev_per_a=5.6 e_tot_ev=-50716.88091 spin_multiplicity=3 orbital_gap_ha="0.245 / 0.202" charge=+1 s_squared=2.0222
C 0.522 0.830 -1.891
C 0.523 0.952 -0.543
C -0.264 -1.113 -0.941
C 0.015 -1.392 2.124
C 0.139 -0.257 1.400
C -0.996 -3.003 0.619
N -0.530 -2.462 1.541
N -0.009 -0.130 0.013
N 0.126 -0.504 -2.023
O -2.761 -4.806 -0.166
O -1.891 -3.167 -1.852
S -2.365 -3.459 -0.555
Cl 0.767 2.413 0.371
Cl -3.660 -2.062 0.258
H 1.145 1.343 -2.663
H 0.244 -1.470 3.202
H 0.366 0.613 1.977
H -0.225 -0.951 -2.843


Entry 2:
24
Properties=species:S:1:pos:R:3 method="wB97M-V/def2-TZVPD" homo_energy_ev="-5.247 / -5.625" fmax_ev_per_a=0.6 e_tot_ev=-107245.42243 spin_multiplicity=5 orbital_gap_ha="0.291 / 0.304" charge=-1 s_squared=6.0094 e_above_lowest_kcal_mol=0.0
Cr 0.322 1.360 0.484
Cl -3.140 -4.049 -3.109
C -2.526 -2.562 -2.411
C -1.415 -2.598 -1.592
C -0.950 -1.414 -1.054
Cl 0.462 -1.470 -0.035
C -1.541 -0.156 -1.286
O -1.106 0.953 -0.778
C -2.667 -0.194 -2.133
Cl -3.491 1.297 -2.502
C -3.155 -1.363 -2.685
H -0.917 -3.533 -1.374
H -4.026 -1.333 -3.325
O 1.695 0.226 3.546
P 0.862 1.510 3.161
O 0.790 2.496 4.237
O -0.381 1.152 2.342
O 1.810 2.136 1.861
P 2.878 1.440 0.793
O 4.152 2.395 0.800
O 3.192 0.085 1.318
O 2.135 1.627 -0.510
H 2.236 -0.104 2.786
H 4.780 2.098 1.468


Entry 3:
15
Properties=species:S:1:pos:R:3 method="wB97M-V/def2-TZVPD" homo_energy_ev="-13.706 / -13.707" fmax_ev_per_a=4.4 e_tot_ev=-46826.35627 spin_multiplicity=1 orbital_gap_ha="0.258 / 0.258" charge=+1 e_above_lowest_kcal_mol=0.0
C -0.711 -0.729 -0.067
C -0.295 -0.895 1.236
C -0.247 0.271 -0.912
C 0.619 0.006 1.764
C 0.617 1.307 -0.433
C 1.027 1.139 0.998
N -2.044 2.173 2.975
N -1.968 1.895 1.934
Cl -0.564 0.153 -2.571
Cl 1.115 -0.128 3.356
Cl 1.919 2.330 1.724
H -1.264 -1.588 -0.650
H -0.858 -1.429 1.997
H 1.429 1.521 -1.171
H 0.078 2.238 -0.524


Entry 4:
15
Properties=species:S:1:pos:R:3 method="wB97M-V/def2-TZVPD" homo_energy_ev=-3.547 fmax_ev_per_a=5.3 e_tot_ev=-17306.93463 spin_multiplicity=1 orbital_gap_ha=0.259 charge=-1 e_above_lowest_kcal_mol=30.0
C -0.099 -0.208 -0.758
C -0.317 0.636 0.295
C 0.931 -1.124 -0.724
C -0.735 -1.745 2.127
C 0.663 0.634 1.382
C 1.391 -0.566 1.342
N 1.619 -1.407 0.327
O -1.110 -2.115 1.119
O -0.577 -1.610 3.231
F 1.865 1.933 0.870
F 2.179 -0.894 2.482
H -0.974 -0.213 -1.483
H -1.275 1.253 0.513
H 1.352 -1.617 -1.603
H 0.490 1.252 2.328